DFT (ωB97M-V/def2-TZVPD) results for C28H79F4N9O16PbS4 as an isolated structure.

```
141
C28H79F4N9O16PbS4 (ωB97M-V/def2-TZVPD)
Pb 3.118 2.669 1.954
S 0.760 1.260 -0.490
S 1.334 -0.397 1.067
S 0.938 5.566 1.980
S 2.673 5.943 3.708
F 2.546 -0.882 2.088
F 1.172 2.802 -0.924
F 0.784 4.650 0.624
F 3.355 4.839 4.599
O 2.224 -4.777 -2.731
O 1.469 1.521 3.614
O 1.239 -1.312 -0.089
O -0.617 1.385 -0.120
O 5.935 3.585 -5.202
O 1.087 6.902 1.405
O 4.871 1.052 0.740
O -2.311 -4.785 3.354
O 0.188 -0.396 1.961
O 3.748 6.765 3.166
O -4.061 -0.050 2.921
O -4.742 4.139 3.041
O -0.286 5.300 2.709
O -2.807 0.444 -3.970
O 0.979 0.624 -1.790
O 1.729 6.511 4.659
N 2.156 4.813 2.494
N -4.004 1.800 0.247
N -1.528 0.272 -6.586
N 4.413 1.640 4.132
N 2.197 -7.609 -5.121
N 1.990 0.990 0.677
N 5.761 2.583 -2.493
N -0.849 -3.186 0.307
N -5.839 -0.761 0.315
C 3.439 0.762 4.697
C -2.761 -0.373 3.342
C -6.142 -0.812 1.753
C 2.591 -5.433 -3.904
C -0.978 -4.350 1.244
C -0.808 0.529 -5.387
C 6.005 4.849 -5.950
C -1.682 -3.789 2.559
C 0.224 2.116 3.582
C -3.523 -5.146 2.759
C 4.657 3.284 -4.636
C 0.478 1.326 -5.605
C -1.663 1.205 -4.211
C 3.690 1.497 -3.119
C -4.887 -1.193 2.596
C 2.207 -3.374 -2.866
C -4.328 2.902 2.499
C 2.685 -7.748 -2.787
C 3.972 0.305 6.080
C -5.816 3.358 0.322
C -4.465 3.000 0.937
C -7.366 -1.756 1.969
C 2.077 1.385 4.867
C 0.401 -4.976 1.519
C 4.945 2.126 -3.669
C -2.778 -0.913 -3.454
C 2.052 -6.875 -3.879
C -4.581 4.219 4.428
H -2.868 -1.140 4.110
H 6.896 4.701 -6.559
H -7.119 -2.782 1.695
H -0.726 -3.527 -0.635
H 2.926 2.177 -2.741
H -7.541 -1.755 3.045
H -5.742 3.571 -0.744
H 3.534 -0.605 6.491
H 5.294 1.152 4.063
H -5.159 -1.616 3.563
H -2.286 0.520 3.749
H -6.260 4.258 0.747
H -3.794 -1.308 -3.459
H 1.475 -8.314 -5.177
H -3.096 1.944 -0.172
H 6.414 3.279 -2.825
H -3.261 -5.826 1.948
H 1.366 -3.020 -3.461
H -8.339 -1.332 1.721
H 0.276 2.377 -5.813
H 5.008 -0.029 6.017
H -2.055 2.125 -4.646
H 1.466 0.821 5.572
H -5.191 0.011 0.245
H 3.337 -0.099 4.037
H 3.773 -7.707 -2.847
H 0.335 -5.680 2.349
H -2.430 -0.831 -2.425
H -4.406 5.247 4.744
H 2.395 -8.796 -2.709
H 2.073 -4.913 -4.710
H 4.745 2.299 4.821
H -1.635 -0.692 -6.866
H 1.926 -2.965 -1.895
H 0.002 -2.644 0.343
H -0.991 1.372 -3.369
H -6.619 -0.403 -0.217
H 1.008 1.210 -4.660
H -0.461 1.448 4.104
H -4.208 -1.908 2.132
H 4.222 0.759 0.101
H 6.070 5.672 -5.238
H 3.143 -7.960 -5.086
H 4.261 4.071 -3.994
H -3.751 3.701 0.505
H -3.924 1.074 0.945
H -0.445 -0.442 -5.049
H -2.138 -0.696 2.508
H -4.082 -4.316 2.328
H 3.846 3.128 -5.347
H 3.664 -5.500 -4.081
H -3.293 2.706 2.777
H 3.949 1.076 6.850
H -2.242 -1.680 -4.013
H 2.184 2.375 5.310
H 0.284 3.031 4.171
H -4.214 -5.746 3.351
H 4.006 0.744 -2.397
H -0.137 2.280 2.566
H 3.236 -3.055 -3.033
H 2.397 -7.330 -1.823
H -6.514 2.528 0.438
H 1.159 -4.227 1.746
H -6.359 0.195 2.107
H -1.638 -5.038 0.715
H 5.616 0.465 0.613
H -0.834 -3.405 3.127
H 6.334 1.933 -1.974
H 5.663 1.436 -4.113
H -3.671 3.685 4.701
H 0.979 -6.767 -3.726
H 3.249 0.792 -3.824
H -2.514 0.450 -6.459
H 0.652 -5.347 0.525
H 0.994 0.774 -6.391
H -5.039 2.155 2.850
H -2.365 -2.952 2.418
H -5.292 3.661 5.038
H 5.219 5.126 -6.652
```

## Properties
E, eV: -135936.4011
ΔE to the lowest compared entry with this formula, charge and spin, eV: 0.070
Kohn-Sham gap, eV: 7.2885
Total charge: 0
HOMO energy, hartree: -0.3152
Lowest unoccupied orbital energy, eV: -1.29

DFT (ωB97M-V/def2-TZVPD) results for a 12-piece molecular cluster, C28H80O20 overall.

```
128
C28H80O20 (ωB97M-V/def2-TZVPD)
O -18.164 2.497 -5.536
O -14.230 2.563 -2.352
O -17.262 -1.306 -6.330
O -19.423 0.057 -9.565
O -22.181 -2.187 -8.404
O -15.244 -0.829 -8.248
O -23.090 -1.393 -1.452
O -14.771 2.551 -5.089
O -20.958 2.133 -2.971
O -17.117 1.718 -8.028
O -19.942 4.405 -6.627
O -21.720 4.133 -4.520
O -20.230 4.567 -1.096
O -24.988 -2.746 -7.638
O -18.142 -0.377 -1.198
O -20.092 0.771 -5.423
O -21.714 0.705 -7.626
O -18.534 2.464 -1.953
O -20.379 -1.793 -0.540
O -20.404 3.056 -8.937
C -17.228 -2.403 -5.368
C -24.031 -2.246 -6.767
C -23.606 4.645 -5.845
C -18.711 -0.192 0.075
C -22.383 1.936 -8.020
C -15.709 1.603 -8.538
C -19.315 -2.029 -10.813
C -16.988 -1.981 -3.949
C -14.377 1.291 -3.041
C -17.975 3.696 -1.571
C -24.142 -2.833 -2.988
C -21.490 0.841 -3.393
C -18.588 -0.917 -10.156
C -22.256 6.499 -4.949
C -22.632 -2.788 -7.145
C -14.888 0.529 -7.901
C -19.509 -1.454 0.459
C -24.122 -2.370 -1.538
C -18.575 4.736 -6.422
C -20.401 0.070 -4.228
C -23.889 -3.567 -0.664
C -22.769 5.099 -4.657
C -21.731 2.501 -9.230
C -18.049 3.885 -5.277
C -15.279 1.573 -4.188
C -18.891 4.390 -0.571
C -17.576 -0.187 -10.977
C -16.334 -3.518 -6.011
H -19.799 -2.647 -10.045
H -14.728 2.653 -1.573
H -19.959 -1.154 1.373
H -22.400 3.282 -9.646
H -19.976 3.762 -7.366
H -19.756 2.408 -9.243
H -22.859 7.371 -4.717
H -24.212 -2.471 -5.700
H -16.223 1.997 -3.803
H -20.120 -0.296 -8.965
H -22.342 -1.703 -0.888
H -23.891 3.594 -5.688
H -18.603 -2.588 -11.431
H -13.382 0.974 -3.380
H -19.976 -1.577 -1.401
H -17.996 0.201 -11.919
H -15.795 1.247 -9.608
H -17.649 0.985 -8.426
H -14.707 0.501 -2.347
H -18.389 5.827 -6.241
H -18.834 3.717 0.310
H -18.155 -0.891 -6.389
H -22.749 -3.857 -7.245
H -16.881 -1.058 -11.270
H -18.170 0.557 -1.596
H -16.976 3.532 -1.080
H -21.980 6.618 -6.009
H -19.368 0.682 0.156
H -16.300 -4.390 -5.322
H -16.789 -3.840 -6.979
H -15.358 -3.052 -6.243
H -23.872 -3.388 0.412
H -25.049 -3.387 -3.306
H -24.024 -2.024 -3.690
H -19.506 -0.015 -3.611
H -25.101 -1.868 -1.337
H -24.619 -2.578 -8.489
H -15.951 -1.042 -7.637
H -13.912 0.651 -8.285
H -21.988 -2.623 -6.269
H -17.092 -2.882 -3.342
H -23.041 4.610 -6.743
H -15.347 2.629 -8.472
H -24.030 -1.158 -6.831
H -20.597 -1.002 -4.464
H -20.570 3.721 -1.436
H -17.955 -1.409 -9.389
H -24.518 5.170 -6.019
H -21.616 1.735 -10.016
H -24.643 -4.450 -0.925
H -23.378 5.168 -3.793
H -22.893 -3.963 -0.921
H -21.360 6.661 -4.301
H -19.519 1.514 -5.390
H -16.951 0.594 -10.546
H -14.384 3.287 -4.620
H -20.948 4.399 -5.075
H -22.320 2.627 -7.163
H -18.742 3.996 -4.383
H -17.583 2.243 -6.227
H -18.729 -2.251 0.636
H -21.359 2.819 -3.546
H -21.144 0.898 -6.848
H -15.897 -1.754 -3.827
H -18.227 -2.806 -5.423
H -18.115 4.426 -7.372
H -20.082 -1.646 -11.459
H -18.691 5.448 -0.321
H -22.034 -1.214 -8.272
H -17.709 4.290 -2.415
H -15.334 0.719 -4.865
H -21.768 0.294 -2.583
H -15.001 0.601 -6.769
H -17.047 4.137 -4.997
H -22.246 1.043 -4.141
H -19.396 2.566 -2.521
H -23.344 -3.549 -3.101
H -17.981 -0.092 0.896
H -17.692 -1.229 -3.650
H -23.424 1.765 -8.179
```

## Properties
E, eV: -71279.3142
ΔE to the lowest compared entry with this formula, charge and spin, eV: 1.523
Kohn-Sham gap, eV: 10.3941
Total charge: 0
HOMO energy, hartree: -0.3628
Structure (SMILES): CC(C)O.CC(C)O.CC(C)O.CC(C)O.OCCO.OCCO.OCCO.OCCO.OCCO.OCCO.OCCO.OCCO
Lowest unoccupied orbital energy, eV: 0.52

DFT (ωB97M-V/def2-TZVPD) results for a 11-piece molecular cluster, C28H81N3O19 overall.

```
131
C28H81N3O19 (ωB97M-V/def2-TZVPD)
O 1.764 -3.045 5.484
O -2.986 -3.276 4.699
O 4.235 -3.558 -0.009
O 4.777 0.881 -2.472
O -4.352 -2.807 2.045
O 3.744 2.702 -0.075
O -1.032 4.797 -0.538
O 2.531 -2.428 -3.067
O 2.600 -6.213 -0.428
O -0.650 -1.498 5.138
O -4.388 2.118 1.427
O -1.371 -0.328 1.662
O 3.455 -0.926 -0.584
O -3.137 3.097 -1.440
O 2.351 1.831 1.880
O 0.405 -3.372 -4.253
O -6.841 1.176 3.101
O -1.498 4.664 -3.750
O 1.650 0.915 -1.850
N -0.294 -4.336 -1.888
N -0.414 -1.239 -0.775
N -0.485 8.465 -0.973
C -2.207 3.433 -3.676
C 0.736 -4.540 -0.828
C -3.392 3.384 -2.797
C 4.238 -2.502 1.003
C 1.095 6.675 -1.292
C 1.615 -4.094 -4.609
C 3.745 -6.710 -1.244
C -5.784 2.470 1.292
C -6.557 2.507 2.617
C 3.137 -1.547 0.704
C -1.405 -0.168 -0.769
C -1.169 6.238 -0.291
C 2.394 1.572 -2.838
C -3.508 -2.034 4.195
C 4.439 2.113 0.929
C 0.898 -3.103 4.387
C 0.358 -1.736 4.116
C 2.818 -3.313 -4.150
C 0.182 -4.511 0.572
C -4.703 -2.308 3.303
C 1.457 -5.928 -1.175
C -1.110 0.910 2.331
C -2.293 -0.308 0.508
C -0.350 7.057 -1.326
C 3.588 2.410 2.139
C -2.190 -0.130 -2.089
C 3.613 0.687 -3.312
C -0.308 4.034 0.409
H -4.034 2.513 -3.150
H 3.439 3.462 2.118
H 1.597 -3.813 -0.910
H 3.242 -0.343 -3.242
H -0.413 -5.404 0.714
H 5.168 -1.992 0.869
H 1.212 5.555 -1.465
H -7.543 2.957 2.581
H -0.385 -3.572 0.626
H 3.160 -2.679 -4.981
H 1.024 -0.932 4.141
H -0.468 0.659 3.188
H -5.314 -3.028 3.873
H -2.106 -3.028 5.136
H -0.954 -5.102 -1.799
H -0.571 2.918 0.170
H 1.449 6.776 -0.288
H 0.051 8.582 -0.059
H 1.699 1.642 -3.580
H 2.803 2.495 -2.440
H 1.578 -4.393 -5.656
H -2.689 -1.319 0.491
H -2.033 1.446 2.702
H 3.399 -7.597 -1.813
H -1.070 -0.614 4.979
H -0.561 4.205 1.419
H -3.720 -3.503 2.172
H -5.285 -1.366 3.244
H -0.190 -1.751 3.126
H -2.948 0.692 -2.130
H 0.769 4.207 0.344
H 4.118 -2.917 1.971
H 2.311 0.411 -1.325
H -0.872 6.447 0.717
H 4.570 0.999 0.797
H 2.063 2.185 1.054
H 3.934 1.043 -4.325
H -2.253 6.392 -0.348
H -0.792 -3.535 -1.559
H 1.437 -2.474 6.209
H -1.413 -0.020 -2.814
H -2.525 3.807 -1.205
H 3.728 -4.301 0.347
H -2.965 0.547 0.550
H -6.047 3.123 3.350
H -3.970 2.298 0.566
H -1.492 8.714 -0.840
H -1.454 2.681 -3.409
H 0.367 -0.952 -1.374
H 4.046 2.052 3.101
H 0.741 -6.774 -0.951
H -0.003 -1.269 0.144
H -2.625 -1.193 -2.287
H -3.823 -1.389 5.065
H 5.538 2.404 1.016
H -6.028 3.471 0.880
H 1.654 -2.096 -3.282
H 3.093 -0.755 1.440
H -0.937 6.994 -2.240
H 4.454 -7.038 -0.492
H -0.549 1.670 1.801
H -0.956 0.892 -0.598
H 3.947 2.206 -0.874
H 1.449 -3.514 3.593
H 4.188 -5.967 -1.867
H 3.454 -1.644 -1.237
H -6.304 1.661 0.759
H -2.771 -1.513 3.671
H 3.651 -3.909 -3.864
H 2.156 -1.968 0.583
H -0.944 4.704 -2.915
H 0.155 -3.826 -3.401
H 0.091 -3.764 4.643
H 1.709 7.310 -1.947
H 0.848 -4.567 1.426
H -5.993 0.703 3.267
H -3.970 4.300 -2.779
H -2.552 3.127 -4.684
H 4.580 0.285 -1.772
H 1.717 -5.825 -2.200
H 1.537 -5.066 -4.186
```

## Properties
E, eV: -73715.3119
ΔE to the lowest compared entry with this formula, charge and spin, eV: 2.827
Kohn-Sham gap, eV: 9.7765
Total charge: 0
HOMO energy, hartree: -0.3426
Structure (SMILES): COC[C@H](C)N.COC[C@H](C)N.COC[C@H](C)N.OCCO.OCCO.OCCO.OCCO.OCCO.OCCO.OCCO.OCCO
Lowest unoccupied orbital energy, eV: 0.45

- The lowest lowest unoccupied orbital energy belongs to which entry?
  C28H79F4N9O16PbS4

- Which value of E does entry 1 give?
  -135936.4011 eV

- Which of these has the lowest Kohn-Sham gap?
  C28H79F4N9O16PbS4

- What is the lowest unoccupied orbital energy in the second record?
  0.52 eV